{"formula": "C54H138N8O19", "method": "ωB97M-V with the def2-TZVPD basis set", "smiles": "COCCNCCOC.COCCNCCOC.COCCNCCOC.COCCNCCOC.COCCNCCOC.COCCNCCOC.COCCNCCOC.COCCNCCOC.CCO.CCO.CCO", "e_homo_ev": -8.426, "e_lumo_ev": 0.552, "de_lowest_kcal_mol": 0.00, "species": ["C", "O", "C", "C", "N", "C", "C", "O", "C", "H", "H", "H", "H", "H", "H", "H", "H", "H", "H", "H", "H", "H", "H", "H", "C", "O", "C", "C", "N", "C", "C", "O", "C", "H", "H", "H", "H", "H", "H", "H", "H", "H", "H", "H", "H", "H", "H", "H", "C", "O", "C", "C", "N", "C", "C", "O", "C", "H", "H", "H", "H", "H", "H", "H", "H", "H", "H", "H", "H", "H", "H", "H", "C", "O", "C", "C", "N", "C", "C", "O", "C", "H", "H", "H", "H", "H", "H", "H", "H", "H", "H", "H", "H", "H", "H", "H", "C", "O", "C", "C", "N", "C", "C", "O", "C", "H", "H", "H", "H", "H", "H", "H", "H", "H", "H", "H", "H", "H", "H", "H", "C", "O", "C", "C", "N", "C", "C", "O", "C", "H", "H", "H", "H", "H", "H", "H", "H", "H", "H", "H", "H", "H", "H", "H", "C", "O", "C", "C", "N", "C", "C", "O", "C", "H", "H", "H", "H", "H", "H", "H", "H", "H", "H", "H", "H", "H", "H", "H", "C", "O", "C", "C", "N", "C", "C", "O", "C", "H", "H", "H", "H", "H", "H", "H", "H", "H", "H", "H", "H", "H", "H", "H", "C", "C", "O", "H", "H", "H", "H", "H", "H", "C", "C", "O", "H", "H", "H", "H", "H", "H", "C", "C", "O", "H", "H", "H", "H", "H", "H"], "coordinates": [[2.59280, 9.63536, 0.29771], [3.16777, 8.78135, 1.30496], [2.19555, 8.10632, 2.08840], [2.95490, 6.94782, 2.78015], [2.17221, 5.71999, 3.02225], [0.94567, 5.97321, 3.75129], [0.44834, 4.68465, 4.25283], [-0.82689, 4.79796, 4.75433], [-1.33046, 3.54648, 5.15387], [2.22681, 10.48534, 0.86729], [1.74734, 9.23592, -0.34286], [3.38917, 9.91630, -0.35920], [1.39510, 7.67774, 1.41582], [1.71818, 8.85558, 2.77433], [3.13931, 7.26280, 3.78718], [3.88408, 6.70852, 2.28693], [1.97080, 5.31313, 2.12938], [0.16206, 6.46849, 3.14396], [1.16660, 6.59671, 4.60021], [1.22396, 4.31685, 4.94838], [0.46075, 3.95434, 3.43392], [-0.52802, 2.80832, 5.40815], [-1.79279, 3.11019, 4.29494], [-2.08359, 3.69569, 5.93337], [-4.87064, -4.68390, -2.03288], [-4.16900, -3.47308, -1.69289], [-2.82936, -3.73329, -1.47173], [-1.98588, -3.54331, -2.81662], [-0.57490, -3.63966, -2.56454], [-0.12427, -5.02542, -2.46708], [1.39842, -5.16342, -2.67217], [1.64005, -4.47946, -3.92774], [2.72675, -4.87072, -4.65670], [-4.92954, -5.43611, -1.27523], [-4.42557, -5.14348, -2.84001], [-5.85673, -4.40145, -2.39124], [-2.66463, -4.75810, -0.99665], [-2.48692, -2.97250, -0.70803], [-2.29799, -2.48943, -3.13648], [-2.37224, -4.24129, -3.52982], [-0.12281, -3.25439, -3.38770], [-0.63887, -5.55985, -3.24635], [-0.38869, -5.44556, -1.51570], [1.75224, -6.17704, -2.66649], [1.97803, -4.65861, -1.90747], [2.78805, -5.91134, -4.92806], [3.67523, -4.49259, -4.22099], [2.65352, -4.45326, -5.64894], [-0.19260, 2.43565, -3.25138], [0.51381, 1.40013, -2.61600], [0.26081, 0.06194, -3.03923], [0.46993, -0.14090, -4.52224], [0.58385, -1.61168, -4.69868], [0.74397, -1.95159, -6.08154], [1.81747, -1.16606, -6.86141], [3.07412, -1.40228, -6.22685], [4.16785, -0.88174, -7.05077], [0.39173, 2.88507, -4.09314], [-0.19879, 3.22979, -2.50348], [-1.19435, 2.22064, -3.49520], [-0.77419, -0.27333, -2.78005], [0.94338, -0.61128, -2.55006], [1.32176, 0.50660, -4.96061], [-0.51379, 0.09450, -5.02788], [1.44333, -1.85112, -4.15504], [-0.16627, -1.77001, -6.65122], [0.89659, -2.99325, -6.16462], [1.47367, -0.07786, -6.96278], [1.79802, -1.51242, -7.87418], [4.23143, -1.42971, -7.96991], [5.09820, -1.06936, -6.49689], [4.07085, 0.16243, -7.18239], [0.89228, 6.39262, -4.08037], [1.64617, 5.64231, -3.16352], [2.70954, 5.00158, -3.87535], [3.50108, 4.11600, -2.97244], [4.42748, 3.29080, -3.67844], [4.04410, 1.96983, -4.21245], [3.81128, 0.97410, -3.05823], [5.03692, 0.90738, -2.35883], [4.98439, -0.01407, -1.30901], [-0.04897, 6.75402, -3.57189], [0.67543, 5.70773, -4.94521], [1.48013, 7.25192, -4.47698], [3.28571, 5.73625, -4.37008], [2.24955, 4.35976, -4.66431], [2.73129, 3.59677, -2.44554], [3.95092, 4.71846, -2.21942], [5.23564, 3.16530, -3.14979], [4.78762, 1.62864, -4.90445], [3.10392, 2.02300, -4.71790], [3.62591, -0.00052, -3.54260], [2.93954, 1.27310, -2.41388], [5.93399, -0.22561, -0.87436], [4.53242, -0.95490, -1.69851], [4.26675, 0.41503, -0.56973], [-7.55167, 0.10265, -1.57358], [-6.55736, -0.39291, -0.63204], [-6.76344, -1.74491, -0.34026], [-5.83943, -2.21252, 0.78085], [-6.42493, -2.04958, 2.09855], [-5.84473, -2.92272, 3.10446], [-4.42409, -2.58885, 3.56055], [-4.36862, -1.23171, 3.84792], [-3.04307, -0.74571, 3.82888], [-7.29339, 1.05416, -2.04638], [-8.58313, 0.14985, -1.08956], [-7.65299, -0.65226, -2.39887], [-6.68885, -2.30329, -1.27386], [-7.79499, -1.81263, 0.06243], [-4.79099, -1.74716, 0.68237], [-5.62353, -3.24731, 0.72014], [-6.40189, -1.06380, 2.38582], [-5.74715, -3.94561, 2.72830], [-6.46589, -3.02581, 4.02123], [-3.65658, -2.81207, 2.80982], [-4.13262, -3.14559, 4.43288], [-2.74028, -0.85269, 2.78450], [-2.37272, -1.33758, 4.51722], [-3.13635, 0.34122, 4.10240], [4.59332, -1.86978, 1.46145], [4.89742, -3.28698, 1.44355], [4.82845, -3.85435, 0.18985], [4.74167, -5.37417, 0.43886], [3.54815, -5.61992, 1.22885], [3.45764, -7.01211, 1.67471], [2.02348, -7.31440, 2.03025], [1.94305, -8.59612, 2.65787], [1.86287, -9.64470, 1.69734], [3.61941, -1.60140, 1.07358], [5.26586, -1.33437, 0.80645], [4.75954, -1.45544, 2.46777], [5.74186, -3.64088, -0.36899], [4.00299, -3.58301, -0.41382], [5.67610, -5.78270, 0.85317], [4.68340, -5.93289, -0.48450], [3.70161, -5.13482, 2.11698], [4.06075, -7.17154, 2.56422], [3.79217, -7.64798, 0.81551], [1.36075, -7.21353, 1.15748], [1.70513, -6.62780, 2.78741], [2.82433, -9.71011, 1.16389], [1.05119, -9.56778, 0.98992], [1.88193, -10.57538, 2.23792], [1.11094, -1.12365, 8.03484], [0.61434, -0.47104, 6.92126], [1.52387, -0.60132, 5.80220], [1.13257, 0.53192, 4.87548], [1.91949, 0.50001, 3.68570], [3.22500, 1.17518, 3.83178], [3.78906, 1.72043, 2.55839], [2.90323, 2.64518, 2.01703], [3.32751, 3.04591, 0.68039], [1.36460, -2.13598, 7.71199], [0.38981, -1.25127, 8.84682], [2.00678, -0.59623, 8.45822], [1.43539, -1.60702, 5.40879], [2.59729, -0.54674, 6.14217], [1.23103, 1.41512, 5.51681], [0.07989, 0.41459, 4.53522], [1.45299, 0.69767, 2.79524], [3.99439, 0.49699, 4.21637], [3.23885, 1.97670, 4.57254], [3.85102, 0.84609, 1.89317], [4.74620, 2.22182, 2.70702], [3.23822, 2.16715, 0.07129], [4.35573, 3.40853, 0.67250], [2.60550, 3.82867, 0.45314], [-5.57847, 2.25635, 3.78304], [-6.43462, 2.34708, 2.67852], [-5.88592, 1.70233, 1.57606], [-5.52584, 2.62350, 0.40785], [-4.66286, 1.88871, -0.48507], [-4.74365, 2.30118, -1.82698], [-4.16981, 1.22921, -2.81003], [-2.90852, 0.73370, -2.30441], [-2.88399, -0.25356, -1.26763], [-6.00698, 2.79494, 4.63407], [-4.61843, 2.73009, 3.52997], [-5.41344, 1.20530, 4.11653], [-6.66810, 1.03562, 1.22954], [-5.14681, 0.96373, 1.91781], [-4.89579, 3.42911, 0.77756], [-6.42133, 3.04293, -0.10730], [-4.92585, 0.92913, -0.39198], [-4.23253, 3.31153, -1.89201], [-5.78645, 2.43029, -2.12763], [-3.91131, 1.72410, -3.76848], [-4.80018, 0.42499, -3.04614], [-3.82120, -0.80568, -1.17797], [-2.66872, 0.13853, -0.30439], [-2.23806, -1.06850, -1.62224], [-0.63687, 4.60922, 0.30932], [-1.99684, 4.26692, -0.06497], [-2.35584, 3.04017, 0.59595], [-0.57408, 4.79407, 1.40535], [-0.33372, 5.45863, -0.29435], [-0.09028, 3.68335, 0.10150], [-2.15406, 4.31967, -1.15333], [-2.67623, 5.04091, 0.33370], [-3.01389, 2.55750, -0.00889], [-0.19633, -2.95706, 2.50307], [0.35127, -3.98147, 1.52330], [-0.51047, -5.11232, 1.39445], [0.59412, -2.46873, 3.08145], [-0.90150, -3.48036, 3.15920], [-0.81413, -2.18759, 2.01013], [1.32964, -4.33794, 1.87271], [0.50352, -3.69259, 0.47479], [-0.44995, -5.52134, 2.24992], [0.72191, -0.47636, 0.17145], [0.04863, 0.84826, 0.48255], [-0.87236, 0.68778, 1.48272], [0.02639, -1.24677, -0.05198], [1.32424, -0.75819, 1.06371], [1.47821, -0.21323, -0.65115], [-0.48498, 1.27369, -0.35992], [0.80665, 1.64382, 0.66020], [-1.37012, 1.50014, 1.54128]]}